{
  "formula": "C15H30IN5STi",
  "method": "ωB97M-V/def2-TZVPD",
  "elements": ["I", "Ti", "S", "N", "N", "N", "N", "N", "C", "C", "C", "C", "C", "C", "C", "C", "C", "C", "C", "C", "C", "C", "C", "H", "H", "H", "H", "H", "H", "H", "H", "H", "H", "H", "H", "H", "H", "H", "H", "H", "H", "H", "H", "H", "H", "H", "H", "H", "H", "H", "H", "H", "H"],
  "positions_angstrom": [[-0.3244, -5.9087, -0.6334], [0.0731, 0.0869, -0.0149], [-1.7561, 1.4649, -1.1529], [1.4666, -0.9977, 1.2826], [1.4241, 0.8349, -1.5772], [-0.2768, -1.6349, -1.2799], [-1.5965, -0.6518, 1.1331], [-0.2278, 1.7195, 1.3684], [2.9051, 1.1381, -1.4772], [-1.6357, 0.0235, 2.4634], [-0.5240, -4.0226, -1.5158], [-3.1966, 0.7380, -0.2735], [-2.8778, -0.6078, 0.3654], [-0.9787, -3.8625, -2.8243], [2.6257, -0.2909, 1.9327], [-1.4831, 3.0703, -0.3142], [-1.0679, -2.5779, -3.3389], [-0.3067, 3.0273, 0.6625], [-0.1926, -2.8888, -0.7908], [-1.3716, 1.5139, 2.3064], [3.5863, 0.3367, -0.3777], [3.1565, 0.8109, 1.0260], [-0.7128, -1.4995, -2.5519], [-0.8615, -0.4232, 3.0902], [-1.1698, 1.9637, 3.2790], [1.8791, -1.6305, 0.5940], [-1.2890, 3.8010, -1.0981], [0.6316, 3.1780, 0.1260], [1.3473, 0.0731, -2.2520], [-0.7740, -0.4973, -2.9568], [-2.8049, -1.3601, -0.4192], [3.3955, -0.7299, -0.5412], [2.2893, 0.1227, 2.8839], [1.0057, 1.6262, -2.0612], [-2.5881, -0.1392, 2.9712], [-3.5666, 1.4708, 0.4383], [3.3751, 0.9303, -2.4372], [-1.2486, -4.7239, -3.4217], [-1.4588, -1.6420, 1.3255], [4.6619, 0.4567, -0.4991], [3.9973, 1.2838, 1.5315], [0.1498, -3.0179, 0.2289], [3.4152, -1.0096, 2.1541], [3.0231, 2.2024, -1.2767], [-1.4143, -2.4090, -4.3499], [-3.9772, 0.5973, -1.0198], [-2.4234, 3.3577, 0.1523], [-0.4049, 3.8487, 1.3764], [-2.2487, 2.0157, 1.9114], [0.6110, 1.7524, 1.9497], [-3.7180, -0.8928, 1.0039], [2.3901, 1.5897, 0.9134], [1.0678, -1.6166, 1.9853]],
  "mulliken_spin": [0.00, 1.04, -0.02, 0.00, 0.00, -0.04, -0.01, -0.04, 0.00, 0.00, 0.00, 0.00, 0.01, 0.00, 0.00, 0.00, 0.00, 0.00, 0.02, 0.00, -0.01, 0.03, 0.00, 0.00, 0.00, 0.01, 0.00, 0.00, 0.00, 0.00, 0.00, 0.00, 0.00, 0.00, 0.00, 0.00, 0.00, 0.00, 0.00, 0.00, 0.00, 0.00, 0.00, 0.00, 0.00, 0.00, 0.00, 0.00, 0.00, 0.00, 0.00, -0.01, 0.01],
  "charge": 3,
  "lumo_energy_ev": [-10.475, -10.107],
  "spin_multiplicity": 2,
  "e_tot_ha": -2407.83224,
  "e_homo_ev": [-17.29, -17.29],
  "de_lowest_kj_mol": 11.1
}

{
  "formula": "C15H30N4O2ScSi",
  "method": "ωB97M-V/def2-TZVPD",
  "elements": ["Sc", "Si", "O", "O", "N", "N", "N", "N", "C", "C", "C", "C", "C", "C", "C", "C", "C", "C", "C", "C", "C", "C", "C", "H", "H", "H", "H", "H", "H", "H", "H", "H", "H", "H", "H", "H", "H", "H", "H", "H", "H", "H", "H", "H", "H", "H", "H", "H", "H", "H", "H", "H", "H"],
  "positions_angstrom": [[0.0923, -0.5674, -0.0983], [-0.3058, -0.5598, 2.5826], [0.4587, 1.3766, -0.5981], [2.1041, -0.3721, -0.4859], [1.7265, 1.6852, -0.7987], [0.0481, -2.7185, -0.9283], [-2.0253, -0.6610, -0.9384], [2.6108, 0.7907, -0.7323], [-2.3559, -2.0990, -0.8111], [2.7310, 5.6688, -1.5908], [1.5223, 5.3626, -0.9832], [1.2715, -1.0140, 3.5160], [-2.9453, 0.1433, -0.1084], [3.6105, 4.6541, -1.9471], [1.1851, 4.0436, -0.7246], [1.0850, -3.0313, -1.9313], [0.2811, -3.5352, 0.2843], [-1.3056, -2.9766, -1.4756], [-2.1028, -0.1973, -2.3358], [-0.8179, 1.1688, 3.1529], [-1.6492, -1.7451, 3.2156], [2.0783, 3.0497, -1.0857], [3.2897, 3.3310, -1.6998], [2.0692, -2.8426, -1.5078], [-0.5008, -3.3542, 1.0213], [-3.3375, -2.3050, -1.2525], [-1.9075, 0.8729, -2.3651], [2.0958, -0.3447, 3.2608], [0.9585, -2.3948, -2.8067], [-3.0951, -0.3918, -2.7548], [0.2920, -4.5993, 0.0312], [-1.2810, -2.7845, -2.5474], [3.9617, 2.5316, -1.9762], [-1.5746, -4.0296, -1.3493], [1.2429, -3.2707, 0.7266], [-2.4260, -2.3251, 0.2566], [-0.0621, 1.9115, 2.8867], [0.8384, 6.1524, -0.7045], [1.1107, -0.9463, 4.5952], [-3.9739, 0.0459, -0.4690], [0.2518, 3.7848, -0.2469], [-1.7648, 1.4899, 2.7110], [-1.3925, -2.7951, 3.0510], [-2.8983, -0.1896, 0.9274], [-2.6537, 1.1920, -0.1549], [1.0201, -4.0786, -2.2403], [1.5972, -2.0341, 3.2976], [-1.7670, -1.6176, 4.2953], [-2.6326, -1.5692, 2.7703], [4.5499, 4.8927, -2.4260], [2.9889, 6.6999, -1.7900], [-0.9397, 1.1944, 4.2390], [-1.3571, -0.6925, -2.9567]],
  "mulliken_charge": [0.48, 0.84, -0.76, -0.48, 1.04, 0.83, 0.51, -0.43, -0.54, -0.49, -0.55, -1.16, -0.97, -0.53, -0.29, -1.16, -1.22, -1.12, -1.01, -1.16, -1.27, 0.36, -0.41, 0.32, 0.31, 0.44, 0.32, 0.28, 0.34, 0.34, 0.41, 0.46, 0.47, 0.36, 0.37, 0.25, 0.28, 0.38, 0.34, 0.39, 0.42, 0.32, 0.34, 0.14, 0.29, 0.41, 0.31, 0.44, 0.32, 0.39, 0.39, 0.36, 0.30],
  "charge": 1,
  "lumo_energy_ev": -2.958,
  "e_tot_ha": -2009.06947,
  "e_homo_ev": -10.54,
  "de_lowest_kj_mol": 0.7
}

{
  "formula": "C15H30O15",
  "method": "ωB97M-V/def2-TZVPD",
  "elements": ["O", "O", "O", "O", "O", "O", "O", "O", "O", "O", "O", "O", "O", "O", "O", "C", "C", "C", "C", "C", "C", "C", "C", "C", "C", "C", "C", "C", "C", "C", "H", "H", "H", "H", "H", "H", "H", "H", "H", "H", "H", "H", "H", "H", "H", "H", "H", "H", "H", "H", "H", "H", "H", "H", "H", "H", "H", "H", "H", "H"],
  "positions_angstrom": [[5.1203, -12.3021, 14.1964], [12.1162, -12.8574, 18.2567], [12.0162, -14.0885, 20.1348], [10.7592, -9.0875, 16.1017], [12.8699, -16.7711, 14.6302], [9.3175, -13.9375, 14.1651], [4.7944, -11.6319, 16.3254], [13.4614, -14.6321, 18.6413], [14.9149, -17.4512, 15.3324], [3.1009, -12.0979, 14.9122], [13.0202, -17.9437, 16.4216], [11.2543, -14.3934, 15.2197], [10.7313, -12.3314, 14.4741], [9.2885, -9.2112, 17.8037], [8.5394, -9.1952, 15.7713], [14.0062, -14.4920, 17.3344], [11.0542, -13.2157, 20.7149], [12.5021, -13.7711, 18.9346], [8.7902, -9.3359, 14.3592], [13.7098, -17.4172, 15.4201], [12.0061, -11.8268, 14.8539], [6.5505, -12.2214, 14.3556], [4.3808, -11.9809, 15.2507], [10.3460, -9.4500, 18.7283], [8.9314, -15.3277, 14.2893], [9.6362, -9.1728, 16.5235], [10.4964, -13.6268, 14.6983], [13.7785, -18.4267, 17.5203], [13.4034, -16.0506, 13.5401], [2.1490, -11.8703, 15.9574], [14.3520, -16.4257, 13.1610], [2.2991, -10.8970, 16.4202], [14.6242, -19.0388, 17.1971], [9.2595, -8.4534, 13.9300], [10.5195, -13.7609, 21.4820], [11.0111, -10.2300, 18.3568], [9.6622, -15.9615, 13.7972], [13.1340, -19.0447, 18.1327], [12.7303, -16.0444, 12.6818], [2.2070, -12.6696, 16.6909], [14.7297, -15.2764, 17.1351], [8.7770, -15.5674, 15.3377], [11.9749, -11.4540, 15.8714], [13.5004, -15.0073, 13.8467], [9.4275, -10.1977, 14.1737], [6.9847, -13.2037, 14.4601], [13.1970, -14.4904, 16.6044], [14.2012, -17.5815, 18.0652], [9.9377, -9.8617, 19.6493], [12.8172, -12.5513, 14.7409], [11.5615, -12.3084, 21.0347], [10.8491, -8.5052, 18.9172], [6.8368, -11.7609, 13.4069], [1.1917, -11.8639, 15.4442], [6.8516, -11.5011, 15.1130], [14.5512, -13.5491, 17.2298], [7.7911, -9.4913, 13.9646], [7.9796, -15.3942, 13.7685], [12.2637, -11.0419, 14.1429], [10.3034, -12.9488, 19.9615]],
  "mulliken_charge": [-0.34, -0.50, -0.36, -0.57, -0.19, -0.35, -0.55, -0.33, -0.61, -0.34, -0.32, -0.44, -0.36, -0.35, -0.35, -0.41, -0.60, 0.78, -0.45, 0.86, -0.41, -0.43, 0.78, -0.46, -0.71, 0.88, 0.72, -0.63, -0.71, -0.64, 0.42, 0.31, 0.32, 0.34, 0.27, 0.14, 0.32, 0.25, 0.26, 0.29, 0.26, 0.33, 0.09, 0.15, 0.12, 0.12, 0.03, 0.23, 0.23, 0.17, 0.28, 0.30, 0.28, 0.22, 0.31, 0.37, 0.22, 0.23, 0.31, 0.25],
  "smiles": "COC(=O)OC.COC(=O)OC.COC(=O)OC.COC(=O)OC.COC(=O)OC",
  "lumo_energy_ev": 0.611,
  "e_tot_ha": -1718.17186,
  "e_homo_ev": -10.74,
  "de_lowest_kj_mol": 37.1
}

{
  "formula": "C15H30O5",
  "method": "ωB97M-V/def2-TZVPD",
  "elements": ["O", "O", "O", "O", "O", "C", "C", "C", "C", "C", "C", "C", "C", "C", "C", "C", "C", "C", "C", "C", "H", "H", "H", "H", "H", "H", "H", "H", "H", "H", "H", "H", "H", "H", "H", "H", "H", "H", "H", "H", "H", "H", "H", "H", "H", "H", "H", "H", "H", "H"],
  "positions_angstrom": [[1.3728, -1.1950, -5.6763], [2.6526, -2.6290, -0.1671], [-1.3460, 1.2836, -1.4156], [-3.7751, 2.1745, 3.6454], [0.5746, -0.9495, 4.3740], [-3.5068, 2.3948, 2.4479], [-0.8573, 0.3511, 5.7163], [0.1124, 1.2822, 3.5572], [-3.4955, 1.3173, 1.4193], [-3.0429, 3.7957, 2.0391], [-0.6554, 0.2961, -1.2870], [1.8353, -4.4972, 1.1922], [1.4483, -0.1771, -6.3714], [-0.2671, -0.5210, -2.5265], [2.4936, -3.1043, 0.9405], [1.0462, -0.0685, -7.8306], [2.8501, -2.2802, 2.1197], [-0.1940, -0.2337, 0.0290], [0.0396, 0.1225, 4.5002], [2.0989, 1.0848, -5.8076], [0.8254, 1.0046, 2.7809], [-0.5375, 1.3081, 6.1286], [-2.6750, 4.3561, 2.8986], [-2.6263, 1.5063, 0.7893], [1.6439, 0.5954, -8.4552], [0.8764, -4.4731, 1.7101], [-3.8295, 4.3681, 1.5474], [-4.3703, 1.4523, 0.7831], [-0.2218, 0.2063, -3.3372], [2.3941, -5.1556, 1.8572], [-0.2933, 0.6101, 0.7118], [-3.4269, 0.2787, 1.7428], [-0.6197, -0.5060, 6.3464], [-1.9203, 0.4119, 5.4831], [-0.9054, -0.9811, 0.3803], [3.0728, 0.9811, -6.2860], [0.8029, -0.6740, 0.0113], [0.9525, -1.0726, -8.2445], [-0.9584, -1.2710, -2.9109], [1.7450, -4.9679, 0.2132], [-2.1847, 3.7025, 1.3736], [2.2924, -1.3437, 2.1166], [1.4863, 1.9266, -6.1305], [0.7308, -0.8910, -2.2910], [-0.8487, 1.5500, 3.1185], [3.9325, -2.1999, 2.2193], [0.3994, 2.2089, 4.0542], [0.0484, 0.3701, -7.8266], [2.2491, 1.0401, -4.7289], [2.5818, -2.7884, 3.0459]],
  "mulliken_charge": [-0.56, -0.56, -0.61, -0.59, -0.51, 0.72, -1.06, -0.66, -0.63, -1.07, 0.72, -1.23, 0.80, -1.00, 0.81, -1.14, -0.58, -0.53, 0.80, -1.04, 0.19, 0.32, 0.33, -0.08, 0.34, 0.30, 0.37, 0.40, 0.21, 0.36, -0.11, 0.29, 0.33, 0.27, 0.31, 0.37, 0.31, 0.34, 0.33, 0.34, 0.28, -0.06, 0.33, 0.29, -0.13, 0.35, 0.45, 0.30, 0.26, 0.30],
  "smiles": "CC(C)=O.CC(C)=O.CC(C)=O.CC(C)=O.CC(C)=O",
  "lumo_energy_ev": 0.696,
  "e_tot_ha": -965.69290,
  "e_homo_ev": -9.56,
  "de_lowest_kj_mol": 67.1
}